(1)
{
  "formula": "C3H3N3OS",
  "method": "ωB97M-V/def2-TZVPD",
  "species": ["O", "C", "S", "C", "N", "C", "N", "N", "H", "H", "H"],
  "coordinates": [[-1.28, 1.67, -0.01], [-1.11, 0.38, -0.06], [-2.31, -0.77, 0.05], [0.37, 0.07, -0.07], [1.32, 1.08, 0.01], [2.46, 0.39, 0.08], [2.21, -0.94, -0.03], [0.88, -1.16, -0.08], [-0.39, 2.03, -0.11], [3.51, 0.79, 0.26], [2.72, -1.79, 0.10]],
  "homo_lumo_gap_ev": 8.6,
  "homo_ev": -8.68,
  "total_charge": 0,
  "smiles": "OC(=S)c1nc[nH]n1",
  "molar_mass_g_mol": 129.1
}



(2)
{
  "formula": "C3H3N3OS",
  "method": "ωB97M-V/def2-TZVPD",
  "species": ["H", "N", "C", "C", "N", "N", "S", "C", "O", "H", "H"],
  "coordinates": [[-1.52, -2.01, 1.26], [-0.56, -1.54, 1.29], [-0.49, -0.59, 0.36], [-1.76, -0.35, -0.46], [-2.79, -0.17, -0.93], [0.56, 0.18, -0.18], [0.27, 1.77, 0.42], [1.81, -0.24, -0.54], [2.11, -1.46, -0.48], [-0.09, 2.65, -0.70], [2.47, 0.51, -0.87]],
  "homo_lumo_gap_ev": 10.0,
  "homo_ev": -10.50,
  "total_charge": 0,
  "smiles": "[H]/N=C(\\C#N)N(S)C=O",
  "molar_mass_g_mol": 129.1
}



(3)
{
  "formula": "C3H3N3OS",
  "method": "ωB97M-V/def2-TZVPD",
  "species": ["N", "C", "C", "C", "S", "O", "N", "N", "H", "H", "H"],
  "coordinates": [[-0.88, 0.13, -2.67], [-0.31, 0.04, -1.48], [-0.92, 0.21, -0.23], [-0.14, 0.02, 0.91], [-0.66, 0.17, 2.44], [1.17, -0.24, 0.72], [1.76, -0.40, -0.58], [1.07, -0.21, -1.55], [-0.35, 0.12, -3.49], [-1.86, 0.37, -2.81], [-1.99, 0.49, -0.10]],
  "homo_lumo_gap_ev": 7.8,
  "homo_ev": -8.51,
  "total_charge": 0,
  "smiles": "Nc1cc(=S)onn1",
  "molar_mass_g_mol": 129.1
}



Stability ranking, top and bottom: (1) is the most stable and (2) is the least stable.



(1)
{
  "formula": "C4H5NO2",
  "method": "ωB97M-V/def2-TZVPD",
  "species": ["O", "C", "C", "C", "N", "C", "O", "H", "H", "H", "H", "H"],
  "coordinates": [[-0.89, 0.98, 2.36], [-0.60, 0.77, 1.21], [0.40, -0.28, 0.81], [-0.10, -1.29, -0.17], [0.89, -0.34, -0.57], [0.52, 0.67, -1.47], [-0.50, 0.68, -2.12], [-1.09, 1.31, 0.37], [1.10, -0.57, 1.59], [-1.10, -1.16, -0.58], [0.25, -2.31, -0.08], [1.30, 1.44, -1.58]],
  "homo_lumo_gap_ev": 10.9,
  "homo_ev": -10.18,
  "total_charge": 0,
  "smiles": "O=C[C@H]1CN1C=O",
  "molar_mass_g_mol": 99.1
}



(2)
{
  "formula": "C4H5NO2",
  "method": "ωB97M-V/def2-TZVPD",
  "species": ["O", "C", "C", "C", "N", "C", "O", "H", "H", "H", "H", "H"],
  "coordinates": [[-2.60, 0.63, -0.02], [-1.75, -0.23, 0.01], [-0.38, 0.18, -0.47], [0.59, 0.83, 0.55], [1.69, -0.13, 0.71], [1.50, -1.00, -0.18], [0.40, -0.91, -1.00], [-1.99, -1.26, 0.32], [-0.73, 0.94, -1.18], [0.99, 1.75, 0.13], [0.11, 1.06, 1.50], [2.16, -1.85, -0.37]],
  "homo_lumo_gap_ev": 10.6,
  "homo_ev": -9.90,
  "total_charge": 0,
  "smiles": "O=C[C@H]1CN=CO1",
  "molar_mass_g_mol": 99.1
}



(3)
{
  "formula": "C4H5NO2",
  "method": "ωB97M-V/def2-TZVPD",
  "species": ["C", "O", "C", "N", "O", "C", "C", "H", "H", "H", "H", "H"],
  "coordinates": [[-0.37, -1.99, -0.55], [-0.09, -0.65, -0.98], [0.02, 0.24, -0.01], [-0.15, -0.02, 1.24], [-0.03, 1.27, 1.89], [0.07, 2.31, 1.09], [0.32, 1.69, -0.22], [0.41, -2.35, 0.12], [-1.33, -2.04, -0.03], [-0.40, -2.59, -1.46], [1.37, 1.96, 0.11], [0.17, 2.17, -1.19]],
  "homo_lumo_gap_ev": 9.9,
  "homo_ev": -9.22,
  "total_charge": 0,
  "molar_mass_g_mol": 99.1
}



(4)
{
  "formula": "C4H5NO2",
  "method": "ωB97M-V/def2-TZVPD",
  "species": ["O", "C", "C", "C", "N", "C", "O", "H", "H", "H", "H", "H"],
  "coordinates": [[-1.15, 1.68, 2.28], [-0.96, 0.99, 1.32], [0.42, 0.44, 0.68], [0.33, -1.03, 0.51], [-0.23, -0.17, -0.49], [0.22, -0.06, -1.80], [1.06, -0.77, -2.28], [-1.49, 0.47, 0.35], [1.39, 0.92, 0.50], [-0.42, -1.55, 1.12], [1.17, -1.64, 0.18], [-0.34, 0.72, -2.36]],
  "homo_lumo_gap_ev": 10.4,
  "homo_ev": -9.78,
  "total_charge": 0,
  "smiles": "O=C[C@H]1CN1C=O",
  "molar_mass_g_mol": 99.1
}



Stability ranking, top and bottom: (2) is the most stable and (3) is the least stable.



(1)
{
  "formula": "C4H5NO2",
  "method": "ωB97M-V/def2-TZVPD",
  "species": ["N", "C", "C", "C", "O", "C", "O", "H", "H", "H", "H", "H"],
  "coordinates": [[2.21, 0.46, 0.03], [0.91, -0.03, -0.01], [-0.20, 0.57, 0.49], [-1.28, -0.29, 0.14], [-2.58, 0.03, 0.37], [-0.76, -1.37, -0.48], [0.63, -1.20, -0.58], [2.85, 0.16, -0.69], [2.19, 1.46, 0.09], [-0.24, 1.46, 1.09], [-2.58, 0.97, 0.59], [-1.15, -2.20, -1.04]],
  "homo_lumo_gap_ev": 8.5,
  "homo_ev": -7.68,
  "total_charge": 0,
  "smiles": "Nc1cc(O)co1",
  "molar_mass_g_mol": 99.1
}



(2)
{
  "formula": "C4H5NO2",
  "method": "ωB97M-V/def2-TZVPD",
  "species": ["N", "C", "C", "C", "O", "C", "O", "H", "H", "H", "H", "H"],
  "coordinates": [[-2.52, -0.74, -0.20], [-1.24, -0.40, -0.15], [-0.02, -0.46, -0.18], [1.24, 0.17, -0.20], [2.45, -0.34, 0.25], [1.08, 1.57, 0.20], [0.56, 2.34, -0.57], [-3.01, -0.46, 0.63], [-2.74, -1.69, -0.47], [1.12, -0.54, -1.45], [2.13, -1.07, 0.80], [1.13, 1.96, 1.25]],
  "homo_lumo_gap_ev": 8.8,
  "homo_ev": -8.36,
  "total_charge": 0,
  "molar_mass_g_mol": 99.1
}



Stability ranking, top and bottom: (1) is the most stable and (2) is the least stable.



(1)
{
  "formula": "C4H5NO2",
  "method": "ωB97M-V/def2-TZVPD",
  "species": ["C", "C", "C", "C", "N", "O", "O", "H", "H", "H", "H", "H"],
  "coordinates": [[-2.46, -0.37, -0.40], [-1.77, 0.44, 0.18], [1.89, 0.08, -0.02], [-0.75, 1.31, 0.53], [0.90, -0.59, 0.55], [2.13, 1.25, 0.11], [0.41, -1.72, -0.06], [-2.91, -1.29, -0.50], [2.68, -0.53, -0.56], [-0.53, 1.63, 1.50], [-0.06, 1.46, -0.33], [0.48, -1.66, -1.01]],
  "homo_lumo_gap_ev": [6.8, 8.9],
  "homo_ev": [-8.53, -9.83],
  "total_charge": 0,
  "molar_mass_g_mol": 99.1
}



(2)
{
  "formula": "C4H5NO2",
  "method": "ωB97M-V/def2-TZVPD",
  "species": ["O", "C", "C", "C", "N", "C", "O", "H", "H", "H", "H", "H"],
  "coordinates": [[1.65, -1.36, 0.10], [1.03, -0.57, -0.74], [0.67, 0.62, 0.15], [-0.80, 1.00, 0.21], [0.12, -0.29, 1.15], [-0.90, -0.72, 0.30], [-0.45, -1.07, -0.91], [1.40, -0.47, -1.77], [1.46, 1.29, 0.49], [-1.35, 1.16, -0.72], [-1.09, 1.67, 1.01], [-1.74, -1.27, 0.71]],
  "homo_lumo_gap_ev": 8.1,
  "homo_ev": -9.10,
  "total_charge": 0,
  "molar_mass_g_mol": 99.1
}



Stability ranking, top and bottom: (2) is the most stable and (1) is the least stable.



(1)
{
  "formula": "C4H5NO2",
  "method": "ωB97M-V/def2-TZVPD",
  "species": ["O", "C", "C", "C", "N", "C", "O", "H", "H", "H", "H", "H"],
  "coordinates": [[-0.94, 2.44, 0.18], [-0.37, 1.40, 0.10], [-0.98, 0.00, 0.15], [-0.09, -1.03, -0.54], [0.91, -0.49, -1.23], [1.54, 0.22, -0.30], [1.05, 1.39, 0.07], [-1.24, -0.22, 1.19], [-1.92, 0.08, -0.40], [-0.56, -1.95, -0.91], [0.91, -1.22, 0.90], [1.67, -0.63, 0.78]],
  "homo_lumo_gap_ev": 9.1,
  "homo_ev": -9.56,
  "total_charge": 0,
  "molar_mass_g_mol": 99.1
}



(2)
{
  "formula": "C4H5NO2",
  "method": "ωB97M-V/def2-TZVPD",
  "species": ["C", "N", "C", "C", "O", "C", "O", "H", "H", "H", "H", "H"],
  "coordinates": [[-0.83, 1.61, -0.16], [-0.19, 1.09, 0.80], [0.36, -0.24, 0.63], [1.36, -0.30, -0.53], [2.38, -0.93, -0.49], [-0.70, -1.32, 0.35], [-1.70, -1.12, -0.29], [-1.02, 1.13, -1.12], [-1.24, 2.62, -0.02], [0.91, -0.53, 1.53], [1.06, 0.30, -1.41], [-0.45, -2.32, 0.75]],
  "homo_lumo_gap_ev": 10.1,
  "homo_ev": -9.95,
  "total_charge": 0,
  "smiles": "C=NC(C=O)C=O",
  "molar_mass_g_mol": 99.1
}



(3)
{
  "formula": "C4H5NO2",
  "method": "ωB97M-V/def2-TZVPD",
  "species": ["C", "C", "C", "N", "C", "O", "O", "H", "H", "H", "H", "H"],
  "coordinates": [[-1.44, 1.87, 0.61], [-0.50, 0.92, 0.84], [0.06, 0.70, 2.07], [0.51, 0.76, 3.12], [-0.24, -0.21, -0.15], [-0.70, -1.43, 0.45], [-0.47, -2.64, -0.24], [-1.75, 2.11, -0.38], [-1.56, 2.65, 1.38], [-0.84, 0.05, -1.04], [0.86, -0.21, -0.17], [0.20, -3.21, 0.22]],
  "homo_lumo_gap_ev": 10.3,
  "homo_ev": -10.42,
  "total_charge": 0,
  "smiles": "C=C(C#N)COO",
  "molar_mass_g_mol": 99.1
}



(4)
{
  "formula": "C4H5NO2",
  "method": "ωB97M-V/def2-TZVPD",
  "species": ["N", "C", "C", "C", "O", "C", "O", "H", "H", "H", "H", "H"],
  "coordinates": [[0.72, -1.29, -0.85], [0.01, -0.26, -0.20], [-0.21, 1.17, -0.63], [0.40, 0.93, 0.69], [-0.58, 0.63, 1.69], [-0.84, -0.55, 1.02], [-1.36, -1.52, 1.48], [0.47, -1.41, -1.83], [0.60, -2.18, -0.37], [0.57, 1.73, -1.11], [-1.21, 1.56, -0.79], [1.40, 1.20, 0.98]],
  "homo_lumo_gap_ev": 10.2,
  "homo_ev": -9.30,
  "total_charge": 0,
  "molar_mass_g_mol": 99.1
}



Stability ranking, top and bottom: (2) is the most stable and (1) is the least stable.



(1)
{
  "formula": "C4H5NO2",
  "method": "ωB97M-V/def2-TZVPD",
  "species": ["C", "C", "C", "C", "O", "N", "O", "H", "H", "H", "H", "H"],
  "coordinates": [[1.93, 1.71, 0.95], [0.97, 1.32, 0.37], [-0.05, 0.52, -0.23], [-0.22, -0.89, 0.20], [-0.25, -1.90, -0.73], [-1.10, 1.03, -0.85], [-2.34, 0.25, -0.97], [2.68, 2.31, 1.58], [0.79, -0.89, 0.71], [-0.76, -1.15, 0.95], [0.42, -1.64, -1.30], [-2.06, -0.68, -0.68]],
  "homo_lumo_gap_ev": 9.8,
  "homo_ev": -9.87,
  "total_charge": 0,
  "smiles": "C#C/C(CO)=N/O",
  "molar_mass_g_mol": 99.1
}



(2)
{
  "formula": "C4H5NO2",
  "method": "ωB97M-V/def2-TZVPD",
  "species": ["O", "C", "C", "C", "N", "C", "O", "H", "H", "H", "H", "H"],
  "coordinates": [[2.31, -1.32, 0.23], [1.28, -0.73, 0.06], [-0.18, -0.55, 0.97], [-0.83, 0.75, 0.48], [-1.07, 0.47, -0.93], [-0.01, 0.29, -1.58], [1.24, 0.27, -1.03], [-0.98, -1.32, 0.92], [0.24, -0.54, 1.97], [-0.13, 1.59, 0.62], [-1.79, 1.06, 0.93], [-0.08, 0.04, -2.64]],
  "homo_lumo_gap_ev": 11.4,
  "homo_ev": -10.56,
  "total_charge": 0,
  "smiles": "O=C1CCN=CO1",
  "molar_mass_g_mol": 99.1
}



(3)
{
  "formula": "C4H5NO2",
  "method": "ωB97M-V/def2-TZVPD",
  "species": ["O", "C", "C", "N", "O", "C", "C", "H", "H", "H", "H", "H"],
  "coordinates": [[-2.27, 0.40, -0.37], [-1.35, -0.71, 0.30], [-0.04, -0.17, 0.12], [0.12, 1.09, -0.23], [1.49, 1.33, -0.30], [2.11, 0.19, 0.03], [1.24, -0.79, 0.31], [-1.63, 1.12, -0.66], [-2.72, 0.72, 0.43], [-1.59, -1.61, -0.27], [3.19, 0.23, 0.03], [1.44, -1.81, 0.61]],
  "homo_lumo_gap_ev": 8.1,
  "homo_ev": -7.52,
  "total_charge": 0,
  "molar_mass_g_mol": 99.1
}



(4)
{
  "formula": "C4H5NO2",
  "method": "ωB97M-V/def2-TZVPD",
  "species": ["N", "C", "C", "C", "O", "C", "O", "H", "H", "H", "H", "H"],
  "coordinates": [[-1.26, -0.23, 1.28], [-0.28, -0.08, 0.26], [1.14, -0.58, 0.23], [1.03, 0.75, -0.40], [0.44, 0.83, -1.67], [-0.70, 0.23, -1.16], [-1.75, 0.17, -1.73], [-1.36, -1.19, 1.60], [-2.17, 0.14, 1.02], [2.13, -0.09, 0.58], [1.32, -1.60, -0.09], [1.43, 1.67, 0.02]],
  "homo_lumo_gap_ev": 9.8,
  "homo_ev": -8.95,
  "total_charge": 0,
  "molar_mass_g_mol": 99.1
}



Stability ranking, top and bottom: (2) is the most stable and (1) is the least stable.